No. 1
7 unconnected molecules or ions with the total composition C29H57IN4O19P at a distorted geometry, computed with ωB97M-V/def2-TZVPD.

- HOMO-LUMO gap: 0.306 Ha
- E_LUMO: -0.129 hartree

Geometry as ORCA input:
```
! wB97M-V def2-TZVPD RIJCOSX def2/J DEFGRID3
* xyz 1 1
C -5.743 5.580 2.933
C -4.574 5.477 1.945
C -3.314 6.055 2.608
C -2.041 5.588 1.914
C -0.776 5.805 2.780
N 0.159 4.693 2.615
C 1.405 4.673 2.046
P 2.366 6.060 1.265
O 3.857 5.464 1.489
I 2.254 7.864 2.913
N 1.884 3.452 2.052
N 0.931 2.706 2.646
N 1.057 1.383 2.897
C 1.848 0.700 2.103
C 1.586 0.501 0.655
C 3.040 0.048 2.696
C -0.114 3.429 3.010
C -1.342 2.961 3.688
H -5.452 5.033 3.830
H -6.671 5.193 2.523
H -5.853 6.629 3.211
H -4.832 6.041 1.047
H -4.412 4.431 1.678
H -3.401 7.141 2.635
H -3.304 5.641 3.622
H -1.878 6.146 0.990
H -2.120 4.545 1.610
H -1.036 5.919 3.833
H -0.319 6.735 2.465
H 4.042 5.346 2.432
H 1.871 -0.505 0.347
H 0.551 0.657 0.364
H 2.206 1.182 0.060
H 2.784 -0.342 3.683
H 3.428 -0.762 2.085
H 3.770 0.853 2.816
H -1.158 2.134 4.367
H -1.745 3.810 4.238
H -2.075 2.687 2.927
C -1.495 0.665 -5.165
O -0.843 1.193 -4.002
C 0.304 1.813 -4.261
O 0.808 1.957 -5.342
O 0.812 2.254 -3.103
C 2.057 2.946 -3.242
H -2.409 0.190 -4.823
H -1.745 1.465 -5.860
H -0.867 -0.076 -5.653
H 1.938 3.832 -3.863
H 2.816 2.292 -3.666
H 2.352 3.244 -2.239
C 5.887 -4.764 -1.863
O 4.586 -5.224 -1.469
C 3.885 -4.352 -0.755
O 4.243 -3.249 -0.423
O 2.707 -4.904 -0.460
C 1.851 -4.068 0.315
H 6.331 -5.574 -2.433
H 5.805 -3.879 -2.490
H 6.498 -4.553 -0.989
H 1.624 -3.155 -0.235
H 2.312 -3.833 1.273
H 0.936 -4.623 0.492
C -1.160 0.091 -9.075
O -2.257 -0.607 -8.474
C -2.938 -1.386 -9.318
O -2.701 -1.530 -10.487
O -3.922 -1.973 -8.639
C -4.740 -2.844 -9.428
H -0.702 0.677 -8.283
H -0.432 -0.611 -9.476
H -1.513 0.755 -9.862
H -4.146 -3.656 -9.842
H -5.227 -2.292 -10.228
H -5.490 -3.247 -8.753
C 1.927 -6.925 -7.182
O 2.582 -7.543 -6.070
C 2.051 -7.246 -4.886
O 1.106 -6.525 -4.696
O 2.748 -7.883 -3.946
C 2.280 -7.653 -2.615
H 2.461 -7.254 -8.068
H 0.889 -7.244 -7.242
H 1.981 -5.840 -7.104
H 1.258 -8.008 -2.499
H 2.351 -6.600 -2.359
H 2.926 -8.221 -1.950
C 1.470 -8.063 5.548
O 2.407 -8.577 4.598
C 2.429 -7.930 3.438
O 1.747 -6.979 3.144
O 3.337 -8.508 2.653
C 3.455 -7.908 1.363
H 1.565 -8.684 6.433
H 1.706 -7.031 5.800
H 0.455 -8.131 5.162
H 3.759 -6.867 1.451
H 2.515 -7.977 0.818
H 4.220 -8.463 0.828
C -5.848 7.628 8.000
O -4.833 6.900 7.295
C -3.824 6.482 8.051
O -3.693 6.656 9.231
O -2.951 5.845 7.255
C -1.778 5.388 7.932
H -6.593 7.900 7.259
H -6.304 7.004 8.765
H -5.431 8.528 8.447
H -2.025 4.672 8.713
H -1.232 6.228 8.356
H -1.160 4.899 7.182
*
```

Atom charges from the Mulliken analysis, given in e for atoms 1 to 99:
1. C -1.26
2. C -0.47
3. C -0.19
4. C -0.86
5. C -0.91
6. N 0.24
7. C 0.18
8. P 0.14
9. O -0.41
10. I -0.05
11. N -0.85
12. N 1.47
13. N -1.20
14. C 1.04
15. C -0.98
16. C -1.15
17. C 0.78
18. C -1.12
19. H 0.31
20. H 0.40
21. H 0.30
22. H 0.33
23. H 0.35
24. H 0.34
25. H 0.00
26. H 0.49
27. H 0.42
28. H 0.28
29. H 0.35
30. H 0.33
31. H 0.14
32. H 0.42
33. H 0.24
34. H 0.37
35. H 0.33
36. H 0.29
37. H 0.45
38. H 0.13
39. H 0.31
40. C -0.62
41. O -0.32
42. C 0.69
43. O -0.55
44. O -0.22
45. C -0.66
46. H 0.29
47. H 0.29
48. H 0.29
49. H 0.35
50. H 0.34
51. H 0.12
52. C -0.71
53. O -0.17
54. C 0.70
55. O -0.60
56. O -0.20
57. C -0.72
58. H 0.22
59. H 0.31
60. H 0.30
61. H 0.26
62. H 0.29
63. H 0.29
64. C -0.60
65. O -0.22
66. C 0.73
67. O -0.54
68. O -0.31
69. C -0.64
70. H 0.12
71. H 0.32
72. H 0.32
73. H 0.29
74. H 0.30
75. H 0.22
76. C -0.63
77. O -0.33
78. C 0.76
79. O -0.55
80. O -0.34
81. C -0.41
82. H 0.22
83. H 0.29
84. H 0.29
85. H 0.37
86. H 0.17
87. H 0.17
88. C -0.62
89. O -0.34
90. C 0.74
91. O -0.55
92. O -0.34
93. C -0.48
94. H 0.22
95. H 0.29
96. H 0.29
97. H 0.22
98. H 0.27
99. H 0.29

=====

No. 2
2 unconnected molecules or ions with the total composition C6H12NP at a distorted geometry, computed with ωB97M-V/def2-TZVPD.

- SMILES: CC(C)[C@@H]1C=P1.C=N
- HOMO-LUMO gap: 0.330 Ha
- E_LUMO: 0.000 hartree
- ΔE to the lowest compared entry with this formula, charge and spin: 1.2026 eV

Geometry as ORCA input:
```
! wB97M-V def2-TZVPD RIJCOSX def2/J DEFGRID3
* xyz 0 1
C -3.800 -0.224 0.528
C -0.852 0.405 -1.116
C 2.185 0.803 1.174
C 2.224 -0.800 -0.767
C 0.069 0.164 0.005
C 1.552 0.432 -0.164
N -3.489 -1.389 0.197
P -1.147 1.609 -0.021
H -4.073 0.595 -0.145
H -3.814 0.006 1.588
H 1.661 1.651 1.612
H 2.124 -0.036 1.865
H 3.231 1.072 1.042
H 3.296 -0.643 -0.868
H 2.063 -1.664 -0.125
H 1.813 -1.023 -1.750
H -0.158 -0.655 0.687
H -1.069 -0.005 -2.078
H 1.670 1.276 -0.856
H -3.487 -1.574 -0.807
*
```

Atom-resolved charges from Mulliken, all expressed in e:
1. C -0.44
2. C -0.52
3. C -1.47
4. C -1.47
5. C -0.28
6. C 0.60
7. N -0.48
8. P -0.18
9. H 0.34
10. H 0.31
11. H 0.37
12. H 0.32
13. H 0.41
14. H 0.41
15. H 0.35
16. H 0.34
17. H 0.47
18. H 0.42
19. H 0.26
20. H 0.25

=====

No. 3
2 unconnected molecules or ions with the total composition C2Br3ClS at a distorted geometry, computed with ωB97M-V/def2-TZVPD.

- HOMO-LUMO gap (alpha / beta): 0.293 / 0.171 Ha
- E_LUMO (alpha / beta): -0.063 / -0.136 hartree
- ΔE to the lowest compared entry with this formula, charge and spin: 0.9466 eV

Geometry as ORCA input:
```
! wB97M-V def2-TZVPD RIJCOSX def2/J DEFGRID3
* xyz 0 1
C -0.248 -0.438 -0.558
C 0.589 0.385 -1.105
S -0.689 -1.369 0.722
Cl 0.002 -0.240 2.171
Br -0.355 -3.131 3.945
Br 0.046 1.537 -2.538
Br 2.435 0.402 -0.655
*
```

Atom-resolved charges from Mulliken, all expressed in e:
1. C 0.08
2. C 0.09
3. S 0.09
4. Cl -0.13
5. Br -0.01
6. Br -0.07
7. Br -0.05

=====

No. 4
2 unconnected molecules or ions with the total composition C6H12N2 at a distorted geometry, computed with ωB97M-V/def2-TZVPD.

- HOMO-LUMO gap: 0.314 Ha
- E_LUMO: 0.035 hartree
- ΔE to the lowest compared entry with this formula, charge and spin: 5.8761 eV

Geometry as ORCA input:
```
! wB97M-V def2-TZVPD RIJCOSX def2/J DEFGRID3
* xyz 0 1
C 2.023 -0.916 1.150
C -1.033 0.318 -2.462
C 1.265 0.118 0.971
C 0.409 1.971 2.281
C -1.561 -1.720 -0.694
C 0.573 1.250 0.963
N -0.038 -0.322 -1.791
N -0.217 -1.289 -0.902
H 1.677 -1.868 1.288
H 3.146 -0.753 0.867
H -0.789 1.077 -3.101
H -1.932 -0.077 -2.877
H 0.361 1.239 3.054
H 1.388 2.452 2.443
H -0.383 2.664 2.121
H -2.257 -0.964 -0.531
H -2.022 -2.410 -1.344
H -1.550 -2.248 0.213
H -0.012 1.439 0.044
H 0.951 0.039 -1.691
*
```

Atom-resolved charges from Mulliken, all expressed in e:
1. C -0.64
2. C -0.63
3. C -0.06
4. C -1.15
5. C -1.15
6. C 0.16
7. N 0.10
8. N -0.44
9. H 0.33
10. H 0.19
11. H 0.30
12. H 0.31
13. H 0.34
14. H 0.25
15. H 0.34
16. H 0.45
17. H 0.41
18. H 0.35
19. H 0.23
20. H 0.32

=====

No. 5
A molecular structure, C31H22BN13O3S2V at a distorted geometry, computed with ωB97M-V/def2-TZVPD.

- HOMO-LUMO gap (alpha / beta): 0.154 / 0.157 Ha
- E_LUMO (alpha / beta): -0.306 / -0.296 hartree
- ⟨S²⟩: 0.77

Geometry as ORCA input:
```
! wB97M-V def2-TZVPD RIJCOSX def2/J DEFGRID3
* xyz 2 2
V -0.325 0.172 -0.030
C 2.961 1.715 2.179
C 2.341 0.687 1.491
N 1.203 1.125 0.941
N 1.069 2.422 1.282
C 2.113 2.800 2.021
B -0.222 3.221 0.930
N -1.416 2.475 1.613
C -2.382 2.842 2.464
C -3.151 1.740 2.786
C -2.584 0.701 2.064
N -1.554 1.150 1.346
N -0.465 3.086 -0.600
C -0.702 4.016 -1.524
C -1.045 3.388 -2.714
C -0.990 2.040 -2.421
N -0.643 1.856 -1.139
N -0.007 4.650 1.320
C -0.392 5.447 2.353
C 0.287 6.632 2.255
C 1.095 6.481 1.115
N 0.931 5.297 0.569
H 3.888 1.684 2.717
H 2.655 -0.337 1.362
H 2.193 3.811 2.377
H -2.492 3.860 2.787
H -3.994 1.703 3.449
H -2.843 -0.345 2.050
H -0.600 5.058 -1.286
H -1.291 3.852 -3.649
H -1.188 1.197 -3.064
H -1.089 5.133 3.106
H 0.214 7.480 2.907
H 1.785 7.181 0.682
S -0.644 -4.347 -6.069
N 0.579 -3.484 -5.474
C 0.118 -2.824 -4.419
C 0.884 -1.924 -3.582
C 2.222 -1.592 -3.813
C 2.844 -0.703 -2.965
C 2.132 -0.182 -1.886
N 0.866 -0.507 -1.645
C 0.232 -1.344 -2.492
C -1.187 -1.574 -2.246
N -1.743 -0.891 -1.221
C -3.043 -1.032 -0.997
C -3.856 -1.866 -1.762
C -3.300 -2.571 -2.805
C -1.934 -2.421 -3.065
C -1.247 -3.070 -4.163
N -1.795 -3.912 -5.031
H 2.739 -2.027 -4.657
H 3.868 -0.403 -3.119
H 2.587 0.517 -1.195
H -3.458 -0.441 -0.191
H -4.908 -1.938 -1.532
H -3.892 -3.223 -3.431
O -0.747 -4.796 2.859
S -1.218 -3.488 3.715
O 0.328 -3.573 4.226
N -1.248 -2.308 2.676
C -0.180 -2.273 1.834
O -0.107 -1.328 0.974
C 0.850 -3.259 1.895
C 1.982 -3.290 1.092
C 2.925 -4.278 1.272
C 2.745 -5.289 2.271
C 1.663 -5.322 3.077
C 0.640 -4.288 2.958
H 2.124 -2.539 0.322
H 3.810 -4.294 0.655
H 3.502 -6.053 2.373
H 1.508 -6.086 3.823
*
```

Atom-resolved charges from Mulliken, all expressed in e:
1. V -0.21
2. C -1.49
3. C -0.47
4. N 0.23
5. N 0.40
6. C 0.00
7. B 0.84
8. N 0.50
9. C 0.21
10. C -1.74
11. C -0.25
12. N 0.19
13. N 0.22
14. C 0.09
15. C -1.51
16. C -0.14
17. N 0.23
18. N 0.21
19. C 0.01
20. C -0.96
21. C -0.31
22. N -1.04
23. H 0.50
24. H 0.55
25. H 0.45
26. H 0.49
27. H 0.47
28. H 0.46
29. H 0.58
30. H 0.47
31. H 0.53
32. H 0.40
33. H 0.46
34. H 0.51
35. S 0.24
36. N -0.65
37. C 0.57
38. C 0.67
39. C -0.62
40. C -1.03
41. C -0.44
42. N 0.88
43. C -0.65
44. C -0.12
45. N 0.52
46. C -0.42
47. C -1.06
48. C -0.54
49. C 0.50
50. C 0.62
51. N -0.66
52. H 0.59
53. H 0.52
54. H 0.50
55. H 0.68
56. H 0.50
57. H 0.59
58. O -0.45
59. S 0.25
60. O -0.44
61. N -0.31
62. C -0.20
63. O 0.18
64. C 0.15
65. C -0.11
66. C -0.90
67. C -0.46
68. C -1.27
69. C 1.90
70. H 0.26
71. H 0.46
72. H 0.44
73. H 0.44